54
Properties=species:S:1:pos:R:3:lowdin_charge:R:1 method="wB97M-V/def2-TZVPD" lumo_energy_ev=2.275 e_tot_ev=-32291.73249 orbital_gap_ev=5.777 total_charge=-1 de_lowest_kj_mol=80.18 multiplicity=1 e_homo_ha=-0.1287
I -8.64826 -29.16422 -4.53717 -0.991
C -15.23896 -25.51125 -4.74290 -0.038
C -16.47402 -26.22884 -4.11044 -0.445
C -17.73681 -25.78786 -5.02224 -0.126
C -18.95911 -26.73647 -4.98378 -0.183
C -18.52418 -28.20422 -5.23548 -0.131
C -17.42364 -28.66798 -4.22589 -0.508
N -16.31734 -27.71209 -4.18017 -0.152
O -15.26460 -28.11252 -3.44345 0.008
C -18.05505 -28.93027 -2.87228 -0.031
C -16.91707 -29.95254 -4.86199 -0.049
C -16.72193 -25.70606 -2.68043 -0.037
H -14.28016 -25.80430 -4.31521 0.078
H -15.30029 -24.43113 -4.87581 0.083
H -15.18164 -25.92209 -5.75088 0.076
H -17.97547 -24.76109 -4.74493 0.107
H -17.46093 -25.68217 -6.07144 0.102
H -19.57663 -26.39964 -5.81644 0.101
H -19.48254 -26.60027 -4.03744 0.095
H -18.19526 -28.20534 -6.27466 0.112
H -19.43251 -28.80183 -5.31230 0.115
H -18.85017 -29.67220 -2.94580 0.083
H -17.32150 -29.23417 -2.12551 0.089
H -18.59368 -28.08621 -2.44152 0.067
H -16.17860 -30.47453 -4.25348 0.082
H -17.67768 -30.71720 -5.01971 0.083
H -16.45009 -29.72814 -5.82098 0.087
H -16.11168 -26.22190 -1.93907 0.081
H -17.77877 -25.87185 -2.47140 0.062
H -16.57207 -24.62908 -2.60448 0.078
H -14.55465 -27.93668 -4.06526 0.111
C -3.09075 -28.01802 -1.31441 -0.095
C -3.59636 -27.78768 0.09822 -0.425
C -3.86104 -26.28726 0.39830 -0.210
O -4.36280 -26.12171 1.70835 -0.159
C -4.58210 -24.74871 1.93741 -0.136
N -4.77227 -28.66421 0.16572 0.038
H -3.86696 -27.80539 -2.04953 0.087
H -2.85573 -29.08156 -1.35620 0.077
H -2.18904 -27.45229 -1.54890 0.072
H -2.79140 -28.22812 0.68657 0.133
H -4.57989 -25.84589 -0.29202 0.124
H -2.95472 -25.73201 0.15667 0.119
H -5.55600 -24.58149 2.39747 0.084
H -4.82170 -24.13326 1.07027 0.079
H -3.75190 -24.30708 2.48861 0.087
H -4.38844 -29.58623 0.01521 0.061
H -5.20280 -28.48336 -0.72984 0.065
C -12.70283 -28.88086 -9.14136 -0.201
O -11.40617 -28.47331 -9.42647 -0.108
H -13.00367 -28.76443 -8.10020 0.076
H -13.44363 -28.28123 -9.67027 0.069
H -12.82575 -29.91828 -9.45243 0.072
H -10.89466 -28.62974 -8.62929 0.082

---

12
Properties=species:S:1:pos:R:3:lowdin_charge:R:1 method="wB97M-V/def2-TZVPD" lumo_energy_ev=-4.434 e_tot_ev=-8678.46722 smiles="[NH2+]=C1CNON1" orbital_gap_ev=10.609 total_charge=+1 de_lowest_kj_mol=458.30 multiplicity=1 e_homo_ha=-0.5528
C 0.40792 0.34842 -0.22129 -0.324
C -0.83577 -0.54876 -0.29850 -0.007
N 0.91228 0.20792 0.94435 0.229
N -1.03943 -1.08006 1.13273 -0.028
N 0.85400 0.97313 -1.28621 0.226
O 0.16212 -1.03813 1.66778 -0.013
H -1.81538 -0.19159 -0.58311 0.140
H -0.47913 -1.29983 -0.96324 0.128
H 1.59501 0.61839 1.51684 0.159
H -1.70170 -0.36020 1.54240 0.162
H 0.15595 0.95458 -2.04414 0.156
H 1.78414 1.41613 -1.40760 0.173

---

48
Properties=species:S:1:pos:R:3:lowdin_spin:R:1 method="wB97M-V/def2-TZVPD" lumo_energy_ev="-3.266 / -9.498" e_tot_ev=-853333.20676 s_squared=0.756 orbital_gap_ev="8.834 / 2.602" total_charge=+1 de_lowest_kj_mol=31.20 multiplicity=2 e_homo_ha="-0.4447 / -0.4447"
Br 7.04364 0.42386 -2.83015 0.000
C 5.05579 0.60542 -2.99269 0.000
C 4.77222 0.66587 -4.49917 0.002
Br 2.85002 1.07956 -4.76173 0.035
H 4.71633 1.58327 -2.65113 0.000
H 4.53489 -0.22157 -2.51013 0.000
H 5.05523 -0.26349 -4.99342 0.000
H 5.38317 1.43061 -4.97876 0.001
Br 2.22446 -0.43174 -1.14367 0.435
C 0.77160 -1.30780 -0.14909 0.017
C 0.47462 -0.47560 1.09048 0.005
Br -0.49883 1.24235 0.92224 0.012
H 1.02368 -2.35279 0.03140 0.002
H -0.13128 -1.25392 -0.75737 0.006
H 1.35553 -0.19525 1.66797 0.001
H -0.19675 -1.04552 1.73279 0.002
Br -3.20426 -1.06767 5.57346 0.000
C -2.86756 0.68524 4.54905 0.000
C -2.98586 0.64580 3.05197 0.000
Br -4.77049 -0.03634 2.44772 0.000
H -1.84320 0.92936 4.83046 0.000
H -3.43649 1.45692 5.06764 0.000
H -2.19062 0.05104 2.60254 0.000
H -2.96293 1.61355 2.55093 0.000
Br 3.39159 2.62334 4.29026 0.000
C 1.75929 3.70537 4.34102 0.000
C 0.59229 2.73775 4.05243 0.000
Br -1.04378 3.80627 3.75306 0.000
H 1.83121 4.45642 3.55435 0.000
H 1.58704 4.15590 5.31849 0.000
H 0.46584 2.02911 4.87093 0.000
H 0.88124 2.15741 3.17619 0.000
Br 0.05583 0.52854 -7.93550 0.008
C -0.32472 0.93886 -6.00703 0.002
C -0.22869 -0.39033 -5.27675 0.028
Br -0.85769 -0.00010 -3.37619 0.431
H -1.29505 1.43521 -5.99345 0.000
H 0.35527 1.69892 -5.62227 0.000
H 0.82894 -0.64989 -5.23045 0.010
H -0.78607 -1.24029 -5.67046 0.004
Br -4.08518 -4.23406 -1.18830 0.000
C -4.00154 -3.53850 0.70128 0.000
C -3.06688 -4.40089 1.57213 0.000
Br -1.14253 -4.11033 1.13098 0.000
H -5.00526 -3.38350 1.09703 0.000
H -3.61754 -2.52734 0.56637 0.000
H -3.22526 -5.46885 1.42225 0.000
H -3.24123 -4.09021 2.60227 0.000

---

12
Properties=species:S:1:pos:R:3:lowdin_charge:R:1 method="wB97M-V/def2-TZVPD" lumo_energy_ev=0.444 e_tot_ev=-19727.61588 orbital_gap_ev=8.338 de_lowest_kj_mol=417.69 multiplicity=1 e_homo_ha=-0.2901
C -0.28457 0.23484 0.20020 -0.149
C 3.28568 -0.23569 -0.74445 -0.865
C -1.65290 -1.56121 1.17670 -0.007
C -0.71441 1.34065 -0.67613 -0.112
N -1.05095 -0.60289 0.58840 -0.053
N 3.32458 -1.14947 -1.42429 0.094
Cl 3.22762 1.01174 0.26505 0.757
H -1.98796 -2.47497 0.84818 0.036
H -1.83747 -1.41862 2.21030 0.054
H -0.61777 2.21995 -0.00271 0.076
H 0.08783 1.52578 -1.44541 0.076
H -1.77968 1.10990 -0.99585 0.093

---

73
Properties=species:S:1:pos:R:3:lowdin_charge:R:1 method="wB97M-V/def2-TZVPD" lumo_energy_ev=1.468 e_tot_ev=-172941.26050 orbital_gap_ev=5.900 total_charge=-1 de_lowest_kj_mol=129.29 multiplicity=1 e_homo_ha=-0.1629
Hf 0.87646 -1.42783 0.89044 1.189
O 5.91852 0.53262 -2.13058 0.125
C 4.94243 1.26669 -2.60966 -0.515
O 5.09486 2.04577 -3.52527 0.079
C 3.60175 1.11091 -1.98032 -0.039
C 2.51963 1.89452 -2.30951 0.007
N 1.47506 1.44011 -1.60365 0.044
N 1.79968 0.41435 -0.81613 0.059
C 3.08909 0.19802 -1.02652 -0.116
C 3.75257 -0.90109 -0.25728 -0.525
O 4.96300 -1.09199 -0.41011 0.075
O 2.99059 -1.57630 0.49754 -0.188
H 5.58445 -0.13664 -1.45188 0.054
H 2.45830 2.71652 -3.00253 0.139
H 0.53339 1.80069 -1.56612 0.132
S -2.42989 -4.29147 3.34925 -0.227
Sb -0.63229 -2.88824 3.37894 -0.127
S -1.29006 -0.86249 2.24783 0.157
S 1.04214 -3.70358 1.81634 0.039
S 0.32907 -2.37946 5.37354 -0.244
C -1.75601 -4.29338 -0.25099 -0.085
O -1.45006 -2.89619 -0.27473 -0.192
C -2.48208 -2.04954 -0.37386 -0.297
C -3.80499 -2.42174 -0.37125 -0.034
C -4.77489 -1.42650 -0.42915 -0.662
Br -6.60317 -1.93589 -0.45782 0.738
C -4.46315 -0.09879 -0.44794 -0.090
C -3.11490 0.30767 -0.44017 -0.083
C -2.11704 -0.68626 -0.43262 -0.284
O -0.76840 -0.41966 -0.60552 -0.168
C -2.80659 1.71223 -0.24957 -0.236
N -1.59540 2.24449 -0.21929 0.150
C -1.74787 3.57136 0.15528 -0.211
C -0.80028 4.55806 0.41757 -0.013
C -1.26608 5.81478 0.75850 -0.092
C -2.63327 6.09191 0.84337 -0.096
C -3.58304 5.10961 0.62624 -0.021
C -3.11475 3.84724 0.29655 -0.181
N -3.75137 2.65206 0.03274 0.175
H -2.28922 -4.55473 0.66417 0.019
H -0.79483 -4.79856 -0.25417 0.071
H -2.33623 -4.56760 -1.13880 0.096
H -4.10234 -3.45541 -0.28339 0.111
H -5.25506 0.63750 -0.46896 0.095
H -0.69418 0.58835 -0.52855 0.079
H 0.25882 4.34054 0.40009 0.110
H -0.55358 6.59913 0.97759 0.101
H -2.95238 7.09311 1.10111 0.099
H -4.64085 5.31859 0.72074 0.108
H -4.72395 2.45562 0.18613 0.152
C -0.56312 -2.11048 -3.15490 0.012
C 0.61237 -2.80710 -2.56332 -0.362
N 1.13030 -2.68497 -1.35666 0.033
C 2.18785 -3.58174 -1.30179 -0.159
C 2.29567 -4.24284 -2.47885 -0.070
N 1.29098 -3.73936 -3.27216 0.096
H -0.77476 -1.19891 -2.61228 0.061
H -1.44584 -2.75293 -3.11493 0.089
H -0.36322 -1.86372 -4.19913 0.086
H 2.78838 -3.69760 -0.41906 0.077
H 2.98612 -4.99188 -2.82252 0.111
H 1.08296 -4.01380 -4.21432 0.154
C 2.45326 2.07061 4.12316 -0.111
C 1.45998 2.41119 3.21345 -0.111
C 1.03322 1.48327 2.27756 -0.182
C 1.57432 0.19236 2.19962 -0.367
C 2.55894 -0.12129 3.14280 -0.147
C 3.00188 0.80072 4.08572 -0.096
H 2.79135 2.78879 4.86119 0.090
H 1.00243 3.39463 3.24687 0.088
H 0.22970 1.76979 1.60443 0.050
H 2.99771 -1.11421 3.14258 0.088
H 3.76795 0.51036 4.79486 0.098

---

44
Properties=species:S:1:pos:R:3:lowdin_charge:R:1 method="wB97M-V/def2-TZVPD" lumo_energy_ev=2.081 e_tot_ev=-67021.47302 orbital_gap_ev=6.161 total_charge=-1 multiplicity=1 e_homo_ha=-0.1499
O 0.53780 2.71288 5.62362 -0.092
C -0.69304 2.51470 5.65468 -0.770
O -1.28141 2.26682 6.73635 -0.099
C -1.47800 2.54285 4.28675 -0.114
C -1.78516 1.05814 3.95057 -0.077
C -2.31507 0.83412 2.48997 -0.384
F -1.95592 1.91272 1.73373 0.096
F -3.69499 0.87239 2.58472 0.074
C -1.93185 -0.55256 1.87049 -0.318
F -3.09142 -1.16826 1.48506 0.122
F -1.35455 -1.41173 2.74843 0.141
C -1.02158 -0.52857 0.59884 -0.297
F -1.10295 -1.78349 0.05569 0.128
F -1.51859 0.26941 -0.38424 0.135
C 0.46198 -0.07172 0.83970 -0.298
F 0.78009 0.89278 -0.06905 0.140
F 0.62916 0.52981 2.03836 0.173
C 1.54850 -1.21072 0.77339 -0.301
F 1.16742 -2.32096 1.44619 0.155
F 2.60414 -0.75059 1.49809 0.149
C 1.97584 -1.63873 -0.68004 -0.303
F 2.03993 -3.00126 -0.67594 0.144
F 1.07907 -1.32194 -1.63994 0.140
C 3.38647 -1.15929 -1.16530 -0.319
F 3.56989 -1.74963 -2.38733 0.134
F 4.39527 -1.63246 -0.41104 0.170
C 3.57024 0.37111 -1.41754 -0.523
F 4.77131 0.50548 -2.04030 0.149
F 3.63604 1.11284 -0.31406 0.189
F 2.66101 0.90639 -2.23484 0.180
H -0.80004 3.04804 3.57710 0.103
H -2.38663 3.15055 4.48920 0.114
H -2.61784 0.75325 4.61929 0.137
H -0.87846 0.46982 4.17855 0.123
C -1.33542 -0.49954 -3.79298 -0.019
C -1.37528 -0.96567 -5.22575 -0.503
O -2.31592 -1.59099 -5.66257 0.064
C -0.19137 -0.61983 -6.09527 -0.026
H -2.24543 -0.81498 -3.28422 0.086
H -0.47929 -0.93934 -3.28297 0.064
H -1.27341 0.58977 -3.75723 0.092
H 0.71610 -1.06525 -5.68328 0.082
H -0.07970 0.46406 -6.15877 0.084
H -0.35201 -1.01517 -7.09774 0.079